The following is a DFT calculation (ωB97M-V/def2-TZVPD) of a structure of composition C41H32CaClF2IN6OS2.

The geometry in XYZ format:
```
87
Properties=species:S:1:pos:R:3:forces:R:3:mulliken_charge:R:1
Ca 0.3704 -0.0088 0.1760 -0.3 -0.3 0.1 1.87
F 3.2828 -5.1353 -0.3164 0.0 0.1 0.0 -0.38
C 3.3207 -3.7745 -0.4553 0.0 -0.1 0.0 0.58
C 2.2535 -3.0102 -0.0514 0.0 0.0 0.0 -0.46
C 2.2542 -1.6165 -0.1814 0.3 -0.1 -0.1 -0.57
C 3.4275 -1.0294 -0.7156 0.1 0.0 0.0 0.07
C 4.4648 -1.8578 -1.1542 0.0 0.0 0.0 0.35
F 5.5824 -1.3581 -1.7788 0.0 0.0 0.0 -0.38
C 4.4481 -3.2299 -1.0372 0.0 0.0 0.0 -0.78
C 3.5228 0.4593 -0.7811 0.1 0.0 0.0 0.51
C 4.7188 1.1605 -1.0041 -0.1 -0.1 0.0 -0.96
C 4.7132 2.5392 -1.0555 0.0 0.1 0.0 -0.24
C 3.5236 3.2290 -0.8782 0.0 0.0 0.0 -0.90
C 2.3939 2.4740 -0.6244 0.0 0.1 0.1 -0.24
N 2.3883 1.1486 -0.5712 0.2 -0.1 -0.1 0.15
H 1.3935 -3.5295 0.3585 0.0 0.0 0.0 0.30
H 5.2705 -3.8357 -1.3870 0.0 0.0 0.0 0.48
H 5.6420 0.6219 -1.1206 0.0 0.0 0.0 0.47
H 5.6406 3.0736 -1.2264 0.0 0.0 0.0 0.38
H 3.4670 4.3082 -0.9113 0.0 0.0 0.0 0.40
H 1.4381 2.9545 -0.4357 0.0 0.0 0.0 0.40
Cl -4.0778 4.8900 -3.1784 0.0 0.0 0.0 -0.33
C -2.9923 3.5642 -2.8151 0.0 -0.1 0.1 0.76
C -2.5587 2.7475 -3.8187 0.0 0.0 -0.1 -0.45
C -1.7146 1.6518 -3.5629 -0.1 0.1 0.1 -0.30
I -1.0834 0.4624 -5.1442 0.0 -0.1 -0.1 0.02
C -1.2561 1.3325 -2.2755 0.0 0.2 0.2 0.54
O -0.5081 0.3648 -1.9662 -0.1 -0.1 -0.3 -0.70
C -1.7315 2.2453 -1.2270 0.1 0.0 0.1 -0.51
N -1.2792 1.9595 0.0135 0.0 -0.1 0.1 0.66
C -1.6670 2.6695 1.0464 -0.1 0.1 -0.1 -0.31
C -2.5439 3.7663 0.8984 0.1 -0.1 -0.1 -0.85
C -2.9888 4.0981 -0.3529 0.0 0.0 0.0 -1.17
C -2.5873 3.3314 -1.4729 -0.1 0.1 0.0 0.24
H -2.8774 2.9383 -4.8351 0.0 0.0 0.0 0.40
H -1.2782 2.3500 2.0082 0.0 0.0 0.0 0.01
H -2.8424 4.3273 1.7742 0.0 0.0 0.0 0.49
H -3.6541 4.9387 -0.5022 0.0 0.0 0.0 0.40
C -4.9584 0.8053 -1.7427 0.0 0.1 0.0 -0.65
N -4.5445 -0.1674 -0.7607 0.0 -0.1 0.0 -0.03
C -3.8418 -1.2903 -1.0067 0.0 -0.1 0.0 0.43
N -3.3119 -1.4395 -2.2381 0.0 0.2 0.0 -0.26
S -3.6897 -2.4617 0.1880 0.0 0.0 0.1 -0.50
H -5.2728 1.7103 -1.2256 0.0 0.0 0.0 0.36
H -5.7864 0.4402 -2.3611 0.0 0.0 0.0 0.33
H -4.1340 1.0921 -2.3949 0.0 0.0 0.0 -0.02
H -4.9533 -0.1461 0.1579 0.0 0.0 0.0 0.21
H -3.1757 -0.6179 -2.8124 0.0 0.0 0.0 0.22
H -2.5395 -2.0950 -2.2959 0.0 -0.1 0.0 -0.12
C -1.2544 -5.1259 -0.5799 0.0 0.1 0.0 -0.55
N -0.9306 -5.4571 -1.9549 0.1 0.0 -0.1 0.35
C -0.9390 -6.7165 -2.5157 0.0 -0.1 -0.2 -0.13
C -0.5014 -6.6040 -3.7871 0.0 -0.1 0.1 -0.66
N -0.2207 -5.2676 -3.9828 -0.1 0.1 0.0 0.03
C -0.4823 -4.5428 -2.8563 0.0 0.1 0.1 -0.50
S -0.2679 -2.9041 -2.6366 0.0 0.0 -0.2 -0.15
H -1.6290 -6.0238 -0.0933 0.0 0.0 0.0 0.28
H -2.0079 -4.3366 -0.5478 0.1 -0.1 0.0 0.09
H -0.3599 -4.7699 -0.0709 0.0 0.0 0.0 0.20
H -1.2514 -7.5791 -1.9574 0.0 0.0 0.0 0.40
H -0.3597 -7.3469 -4.5490 0.0 0.0 0.0 0.40
H 0.1010 -4.8194 -4.8209 0.0 0.0 0.0 0.21
C 0.0968 0.2988 2.5176 0.0 0.1 0.0 -0.73
C 0.3060 0.4597 3.7208 -0.1 0.1 0.3 0.06
C 0.5122 0.6377 5.1235 0.0 0.0 0.0 -0.70
C -0.1339 1.7503 5.7487 0.0 0.1 0.0 0.12
C -0.6254 2.8328 4.9653 0.0 -0.1 -0.1 -0.19
C -1.2724 3.9175 5.5129 -0.1 0.1 0.0 -0.35
C -1.5033 4.0155 6.8852 0.0 0.0 0.0 -0.50
C -1.0675 2.9562 7.6762 0.0 0.1 0.1 -0.58
C -0.4118 1.8662 7.1392 0.1 -0.1 0.0 -0.47
C 1.3588 -0.3115 5.7926 0.0 -0.1 0.0 0.39
C 1.9684 -0.1126 7.0577 -0.1 0.1 0.0 -0.30
C 2.7912 -1.0602 7.6387 0.1 0.0 0.1 -0.59
C 3.0788 -2.2629 7.0048 0.0 0.0 0.0 -0.47
C 2.5303 -2.4653 5.7381 0.0 -0.1 0.0 -0.43
C 1.7105 -1.5286 5.1488 0.0 0.0 0.0 -0.75
H -0.4604 2.7814 3.8980 0.0 0.0 0.0 0.09
H -1.6041 4.7151 4.8531 0.0 0.0 0.0 0.33
H -2.0111 4.8706 7.3145 0.0 0.0 0.0 0.34
H -1.2596 2.9690 8.7459 0.0 0.0 0.0 0.33
H -0.1500 1.0514 7.7989 0.0 0.0 0.0 0.56
H 1.8304 0.8278 7.5715 0.0 0.0 0.0 0.55
H 3.2331 -0.8404 8.6070 0.0 0.0 0.0 0.32
H 3.7206 -3.0040 7.4661 0.0 0.0 0.0 0.34
H 2.7526 -3.3771 5.1924 0.0 0.0 0.0 0.35
H 1.3179 -1.7026 4.1553 0.0 0.0 0.0 0.37
```
Forces are in eV/Å.

The value obtained for the LUMO energy is 3.3 eV. The net charge is -2. The calculation puts the HOMO energy at 0.3 eV. The calculation puts the energy relative to the best compared isomer or geometry (same formula, charge and spin) at 1.8895 eV.

---

The following is a DFT calculation (ωB97M-V/def2-TZVPD) of the ion C5H14N3O with charge +1.

The geometry in XYZ format:
```
23
Properties=species:S:1:pos:R:3:forces:R:3:mulliken_charge:R:1
C -1.7717 -1.7242 -1.0996 -0.9 -0.6 0.0 -0.85
N -1.4292 -0.3578 -0.6503 -1.4 1.7 -0.9 -0.18
C -0.3683 -0.0307 0.0551 0.5 3.9 -0.9 0.52
N 0.0618 1.3378 0.0562 -0.7 -3.7 0.4 0.06
C 1.0288 1.7960 1.0740 -1.3 2.9 -1.8 -1.14
C -0.0842 2.1368 -1.1356 -0.8 3.8 1.9 -1.14
N 0.3256 -0.8695 0.7991 -0.1 -2.8 2.0 0.10
C 1.6573 -1.3890 0.5651 -0.5 0.4 0.8 -0.97
O -0.3841 -2.0136 1.3357 0.0 0.9 -1.2 -0.42
H -2.2846 -2.3317 -0.3522 -0.1 0.6 0.4 0.30
H -0.9317 -2.3695 -1.3531 0.4 0.7 -0.2 0.30
H -2.4725 -1.6846 -1.9411 0.5 0.3 0.1 0.36
H -2.0047 0.5089 -0.9795 1.2 -2.6 0.7 0.35
H 1.2014 1.0808 1.7642 0.8 -2.4 1.9 0.46
H 1.9178 2.2022 0.6076 0.4 -0.5 -0.2 0.38
H 0.6515 2.6550 1.6508 -0.4 -0.2 -0.4 0.34
H -0.9728 2.9790 -1.0763 2.4 -1.9 0.1 0.26
H 0.9194 2.5799 -1.2460 -0.7 0.5 -0.3 0.31
H -0.2649 1.6215 -2.0020 -0.5 -1.8 -1.9 0.54
H 2.1600 -1.5024 1.4847 -0.1 -1.0 1.7 0.38
H 1.5739 -2.3296 0.0483 0.4 0.0 -0.6 0.27
H 2.2864 -0.6175 0.2751 1.0 1.3 -2.2 0.44
H -0.8151 -1.6775 2.1197 -0.2 0.2 0.6 0.34
```
Forces are in eV/Å.

The value obtained for the LUMO energy is -3.1 eV. The net charge is +1. The calculation puts the HOMO energy at -13.6 eV. Its structure (SMILES) is C/[NH+]=C(/N(C)C)N(C)O. The calculation puts the energy relative to the best compared isomer or geometry (same formula, charge and spin) at 3.8597 eV.

---

The following is a DFT calculation (ωB97M-V/def2-TZVPD) of an isolated molecule of C6H6N2O2S.

The geometry in XYZ format:
```
17
Properties=species:S:1:pos:R:3:forces:R:3:mulliken_charge:R:1
O 1.0050 -2.2408 -3.7717 0.7 0.6 -0.8 -0.62
N 1.1394 -2.1764 -2.5734 -1.0 1.2 -0.2 1.19
O 0.7480 -3.0201 -1.8132 0.4 -0.3 0.9 -0.56
N 1.6281 -0.9920 -2.0386 -1.1 -4.3 6.7 -0.39
S 1.8601 -0.9095 -0.1119 -0.1 -0.1 -3.1 0.02
C 0.4872 0.0168 0.4563 -2.2 -0.9 0.5 -0.03
C -0.7063 -0.6078 0.8506 -0.5 0.6 0.5 0.00
C -1.7492 0.0984 1.4314 -1.9 0.8 1.8 -0.64
C -1.6198 1.4816 1.6427 0.3 1.0 -0.5 -0.06
C -0.4323 2.1388 1.2495 -1.2 0.0 0.2 -0.80
C 0.5467 1.3769 0.6793 2.5 -0.3 -0.8 0.05
H 1.9113 -0.2083 -2.4539 1.2 3.1 -3.2 0.18
H -0.9011 -1.6303 0.7950 0.3 -1.7 -0.5 0.46
H -2.7341 -0.3638 1.9099 2.4 0.5 -1.5 0.22
H -2.4286 2.1373 2.0314 0.5 -0.9 -0.1 0.32
H -0.3028 3.2246 1.3315 -0.1 -0.5 0.2 0.34
H 1.5484 1.6746 0.3850 -0.2 1.3 0.1 0.31
```
Forces are in eV/Å.

The value obtained for the LUMO energy is -0.5 eV. The net charge is 0. The calculation puts the HOMO energy at -9.9 eV. Its structure (SMILES) is O=[N+]([O-])NSc1ccccc1. The calculation puts the energy relative to the best compared isomer or geometry (same formula, charge and spin) at 3.9268 eV.

---

The following is a DFT calculation (ωB97M-V/def2-TZVPD) of an isolated molecule of C8H12N2S2.

The geometry in XYZ format:
```
24
Properties=species:S:1:pos:R:3:forces:R:3:lowdin_spin:R:1
C -2.3329 -1.5963 0.6212 -3.4 -2.5 1.4 0.24
C -3.6565 -0.1628 -0.1671 0.7 0.1 0.3 0.20
C -1.5739 -0.5698 0.1890 6.8 3.4 -0.2 0.23
C 3.1329 0.2616 -0.0114 -1.0 -2.8 1.0 0.02
C 2.3964 0.3168 1.3589 2.1 1.8 -0.6 0.02
C 2.5737 -0.7674 -1.0292 -1.2 0.1 0.3 0.07
C 0.0710 -0.5187 0.2798 -5.4 2.5 1.0 0.16
C -2.0740 1.7609 -0.8167 -1.6 -1.0 -1.1 0.02
N -3.6689 -1.3342 0.4303 1.6 0.2 -0.5 0.01
N -2.4021 0.4416 -0.3446 0.3 -3.2 1.2 0.10
S 0.7524 0.8290 1.2746 -2.4 0.3 -0.3 0.10
S 0.7813 -0.4989 -1.4311 0.9 0.1 -2.3 0.74
H -2.1484 -2.3960 1.3189 0.7 -0.1 -0.3 0.01
H -4.5461 0.2498 -0.4718 -1.7 1.4 -0.8 0.02
H 3.1897 1.1772 -0.5174 0.3 1.5 -0.2 0.00
H 4.0758 -0.2114 0.2189 0.9 0.6 -0.1 0.00
H 2.5645 -0.5829 1.9275 -0.1 -0.4 0.2 0.00
H 2.8242 1.1980 1.9331 0.0 -1.2 -0.4 0.00
H 2.8928 -0.4349 -2.0313 0.8 -1.2 0.5 0.02
H 2.7505 -1.8417 -0.6629 -0.2 1.5 -1.1 0.01
H 0.3974 -1.3896 0.6969 0.5 -2.7 1.4 0.01
H -1.9447 1.6324 -1.9363 -0.6 1.1 1.1 0.01
H -2.9197 2.3751 -0.4043 0.9 0.1 -1.1 0.01
H -1.1355 2.0622 -0.4250 0.8 0.4 0.6 0.00
```
Forces are in eV/Å.

The value obtained for the LUMO energy (alpha / beta) is 0.6 / -3.5 eV. As for the expectation value of S²: 2.0207. As for the multiplicity: 3. The net charge is 0. The calculation puts the HOMO energy (alpha / beta) at -3.0 / -7.6 eV.

---

The following is a DFT calculation (ωB97M-V/def2-TZVPD) of a structure of composition C23H31InN3P2.

The geometry in XYZ format:
```
60
Properties=species:S:1:pos:R:3:forces:R:3:mulliken_charge:R:1
C 3.0558 -2.5607 -1.6358 -0.6 0.9 0.1 -0.45
C 2.3200 -1.4106 -1.8146 1.1 0.6 -0.5 0.15
C 1.0507 -1.5719 -2.4474 -3.2 0.3 0.1 0.13
C 0.2476 -2.7262 -2.0042 3.4 1.4 -0.1 1.30
C 1.0098 -3.8670 -1.6852 0.7 -0.5 0.8 -0.90
C 2.3968 -3.8014 -1.6363 -1.3 -1.3 -0.4 -0.56
C -1.0856 -2.5523 -1.8579 -1.2 -1.6 -0.8 -1.11
C -1.7189 -1.6154 -2.6199 0.7 3.4 -1.2 0.94
C -0.9149 -0.4710 -3.1041 1.4 -2.0 1.7 -0.01
C -1.5595 0.8006 -3.1446 -0.1 0.5 -0.8 0.09
C -2.8849 0.7970 -3.5351 1.2 0.6 0.5 -0.38
C -3.6141 -0.3886 -3.5105 -0.5 -1.9 0.0 -0.59
C -3.0679 -1.5408 -2.9551 -1.6 0.3 0.1 -0.81
H 4.1123 -2.4935 -1.4665 0.3 0.0 0.5 0.48
H 0.4190 -4.7605 -1.4977 0.5 -0.2 0.0 0.47
H 2.9606 -4.7275 -1.5588 0.0 0.2 0.1 0.41
H -1.6688 -3.2383 -1.2565 -0.2 -0.5 -0.3 0.56
H -3.3347 1.7316 -3.8259 -0.4 0.2 0.3 0.46
H -4.6397 -0.4114 -3.8768 0.2 0.1 0.2 0.40
H -3.6357 -2.4464 -2.7566 -0.4 0.3 -0.2 0.46
N 0.4377 -0.5504 -3.0852 0.1 1.0 2.1 -0.64
In -1.4560 -0.8421 1.5368 -2.6 2.5 1.9 0.33
C 2.6982 -0.0407 -1.1963 -0.8 -2.1 0.0 -1.55
H 2.4556 0.7593 -1.8492 -0.1 0.8 -0.6 0.49
H 3.7317 -0.0428 -0.9028 0.6 0.1 0.0 0.66
C -0.8445 2.0251 -2.5614 -1.1 -1.6 0.1 -1.55
H 0.1883 2.0397 -2.8267 0.7 0.1 -0.3 0.55
H -1.3677 2.9270 -2.8482 0.0 0.4 -0.1 0.65
P 1.6381 0.1452 0.3722 0.9 0.0 -0.4 0.92
P -0.9386 1.8645 -0.6635 -0.8 0.4 -0.8 0.82
C -2.6391 2.5261 -0.4161 -0.2 0.2 -0.2 -1.44
H -2.8057 2.6910 0.6577 -0.1 0.0 -0.2 0.39
H -2.7614 3.4862 -0.9479 -0.1 -0.3 0.2 0.43
H -3.3867 1.8083 -0.7792 0.2 0.2 0.1 0.36
C -0.0220 3.4163 -0.3012 0.0 0.2 0.1 -1.52
H -0.6328 4.2868 -0.5958 0.3 -0.3 0.1 0.47
H 0.1933 3.4708 0.7711 0.1 0.2 -0.2 0.37
H 0.9202 3.4262 -0.8634 -0.2 0.1 0.2 0.42
C 2.4312 -1.1284 1.4284 0.5 -0.3 0.1 -1.39
H 3.5286 -0.9893 1.4107 -0.4 -0.2 0.1 0.42
H 2.0839 -1.0299 2.4732 0.1 0.0 -0.4 0.32
H 2.1936 -2.1421 1.0809 0.0 0.2 0.1 0.27
C 2.5247 1.5817 1.0934 0.4 -0.1 0.0 -1.42
H 2.0823 1.8330 2.0618 0.1 0.1 -0.1 0.22
H 3.5844 1.3124 1.2363 -0.3 0.3 0.0 0.50
H 2.4485 2.4450 0.4274 0.1 -0.1 0.2 0.40
H -0.8991 -1.1936 0.2077 2.9 -1.7 -3.5 0.32
H -3.1060 -1.0678 0.7894 0.0 0.3 1.5 -0.16
C -0.0928 -1.5527 4.4052 0.3 0.7 0.6 -1.37
C -0.1904 -0.0668 4.2102 -0.5 -0.3 -0.9 0.57
N -0.6293 0.5834 3.1136 0.2 -1.5 1.0 0.03
C -0.5283 1.9328 3.4177 -0.8 0.7 -1.9 -0.49
C -0.0505 2.0649 4.6620 0.5 2.5 1.9 -0.45
N 0.1479 0.8116 5.1597 0.4 -1.2 0.8 -0.03
H 0.9716 -1.8053 4.5546 -0.5 -0.2 -0.1 0.36
H -0.6611 -1.8050 5.3093 0.2 -0.2 -0.3 0.40
H -0.4864 -2.1319 3.5685 0.1 0.0 0.0 0.36
H -0.8158 2.7152 2.6779 0.3 -0.9 0.9 0.34
H 0.1395 2.9821 5.3002 -0.3 -1.4 -1.1 0.38
H 0.4670 0.5089 6.1005 -0.3 0.7 -1.1 0.25
```
Forces are in eV/Å.

The value obtained for the LUMO energy is -4.1 eV. The net charge is +1. The calculation puts the HOMO energy at -9.6 eV.